*i*
Density functional theory data (ωB97M-V with the def2-TZVPD basis set) for the molecule C3H8N4O.

Calculated values
SMILES string	C=NN(O)/C(N)=N/C
highest occupied orbital energy	-9.07	eV
LUMO	1.0	eV

Last column: natural (NBO) charge in e.
Geometry (Å):
C: 0.772 -0.902 1.763  -0.4432
N: -0.943 0.931 -0.881  -0.0883
C: -0.711 0.020 0.167  0.5362
N: -1.561 -1.050 0.115  -0.8211
C: 1.292 0.563 -1.780  -0.1138
O: -0.535 2.228 -0.462  -0.5581
N: 0.090 0.400 -2.036  -0.2746
N: 0.381 0.135 0.837  -0.5288
H: -1.132 2.809 -0.947  0.4768
H: -2.383 -0.979 -0.457  0.4122
H: -1.490 -1.782 0.801  0.3993
H: 0.917 -1.870 1.268  0.1801
H: 0.024 -1.046 2.552  0.1825
H: 1.704 -0.600 2.240  0.2081
H: 2.057 0.318 -2.509  0.1980
H: 1.519 0.827 -0.672  0.2347

*ii*
Density functional theory data (ωB97M-V with the def2-TZVPD basis set) for the molecule C3H8N4O.

Calculated values
SMILES string	C/N=C/NO/C=N/N
highest occupied orbital energy	-9.11	eV
LUMO	0.6	eV

Last column: natural (NBO) charge in e.
Geometry (Å):
C: -2.932 -0.592 0.309  -0.4286
C: -1.048 0.560 -0.252  0.2329
C: 1.651 0.733 0.508  0.2945
H: -3.180 -1.646 0.192  0.2035
H: -2.321 -0.351 1.317  0.1622
H: -3.998 0.043 0.306  0.2048
H: -1.239 0.652 0.738  0.1410
H: 0.385 0.700 -1.743  0.4013
H: 2.234 1.109 1.488  0.1613
H: 3.586 -0.832 0.552  0.3533
H: 3.153 -1.743 -1.222  0.4228
N: -1.827 -0.251 -0.772  -0.4521
N: 0.003 1.278 -0.924  -0.3445
N: 1.810 -0.245 -0.261  -0.3188
N: 2.798 -1.267 -0.236  -0.6823
O: 0.926 1.852 0.000  -0.3515

Most stable structure, least stable structure: *i*, *ii*.

*i*
Density functional theory data (ωB97M-V with the def2-TZVPD basis set) for the molecule C3H4.

Calculated values
SMILES string	C#CC
highest occupied orbital energy	-9.87	eV
LUMO	1.1	eV

Last column: natural (NBO) charge in e.
Geometry (Å):
C: 0.946 0.035 -0.021  -0.6995
C: -0.526 0.006 0.028  0.0038
C: -1.758 0.041 -0.011  -0.2614
H: 1.384 -0.797 -0.639  0.2422
H: 1.353 1.031 -0.266  0.2430
H: 1.404 -0.249 0.925  0.2385
H: -2.802 -0.067 -0.016  0.2334

*ii*
Density functional theory data (ωB97M-V with the def2-TZVPD basis set) for the molecule C3H4.

Calculated values
SMILES string	C#CC
highest occupied orbital energy	-9.96	eV
LUMO	1.1	eV

Last column: natural (NBO) charge in e.
Geometry (Å):
C: -0.275 1.514 0.768  -0.2515
C: -0.090 0.535 0.104  -0.0044
C: 0.011 -0.832 -0.381  -0.7029
H: -0.060 2.394 1.325  0.2336
H: 0.843 -1.271 0.145  0.2413
H: -0.883 -1.578 -0.495  0.2527
H: 0.454 -0.763 -1.465  0.2312

Most stable structure, least stable structure: *i*, *ii*.